A structure of composition C18H31BBeN7, computed with the ωB97M-V functional and the def2-TZVPD basis.

Max |F|, hartree/bohr: 0.011
Calculated total energy, eV: -30679.30928
Total charge: +1
Spin multiplicity: 1

```
58
Properties=species:S:1:pos:R:3:forces:R:3:lowdin_charge:R:1
Be -0.11092 0.19947 -0.03173 0.091 -0.104 0.376 0.14
C -2.16464 -4.11469 -0.60513 0.022 0.018 -0.007 -0.05
C -2.48043 -2.66456 -0.21509 0.057 -0.018 -0.026 -0.35
C -1.93862 -2.37145 1.17452 0.039 0.029 -0.002 -0.07
C -1.99717 -1.72433 -1.28836 0.044 0.032 0.012 -0.22
C -2.39400 -1.78370 -2.62950 -0.072 -0.080 0.024 0.01
C -1.71091 -0.77143 -3.26279 0.022 0.064 0.016 -0.03
N -0.95379 -0.14014 -2.36237 0.160 0.062 0.177 0.01
N -1.12020 -0.72067 -1.12501 -0.072 0.073 -0.330 0.10
B 0.02267 1.06201 -2.55267 -0.004 -0.025 0.109 -0.45
N -0.45741 2.16716 -1.57911 -0.196 -0.073 0.049 0.01
C -0.89550 3.40584 -1.81149 -0.023 -0.107 0.040 -0.03
C -1.41412 3.90793 -0.63406 0.059 0.088 0.017 0.02
C -1.24908 2.89285 0.31051 -0.153 -0.005 0.006 -0.23
N -0.67526 1.83053 -0.27105 0.341 0.094 -0.454 0.10
C -1.66112 2.98719 1.75463 0.086 -0.072 0.021 -0.34
C -2.40932 1.74783 2.29143 -0.097 0.092 -0.064 -0.05
C -0.47104 3.37714 2.64514 -0.064 -0.070 -0.019 -0.05
N 1.40686 0.59479 -2.04346 -0.155 -0.121 0.095 0.01
C 2.59627 0.45925 -2.63084 0.017 0.063 0.043 -0.02
C 3.45224 -0.16489 -1.74373 0.056 -0.103 -0.004 0.02
C 2.68457 -0.41734 -0.60274 -0.012 0.057 0.014 -0.23
N 1.44735 0.06615 -0.78700 0.047 0.149 -0.358 0.09
C 3.11531 -1.11508 0.65762 0.021 0.011 -0.025 -0.38
C 3.94059 -2.36300 0.33472 0.049 0.054 -0.001 -0.05
C 3.88801 -0.16190 1.57690 0.007 -0.031 -0.006 -0.05
H -2.56061 -4.80300 0.14408 0.017 0.038 -0.037 0.09
H -1.08294 -4.26223 -0.67087 -0.058 -0.004 0.001 0.09
H -2.59919 -4.37778 -1.56944 0.020 0.013 0.041 0.08
H -3.56701 -2.55706 -0.18201 -0.060 0.022 -0.007 0.15
H -0.86387 -2.58264 1.20001 -0.033 0.028 0.025 0.08
H -2.41428 -3.02685 1.90381 0.009 0.010 -0.007 0.09
H -2.12889 -1.33853 1.47895 -0.002 -0.075 -0.024 0.06
H -3.09378 -2.47525 -3.07042 0.064 0.048 0.041 0.12
H -1.71507 -0.45462 -4.29546 0.019 -0.018 0.104 0.14
H 0.04943 1.44380 -3.68607 0.002 -0.057 0.100 0.13
H -0.82311 3.83879 -2.79809 -0.011 -0.049 0.085 0.14
H -1.86348 4.87476 -0.47278 0.057 -0.066 0.001 0.12
H -2.36377 3.81881 1.77366 -0.018 0.064 0.044 0.14
H -1.81914 1.20564 3.03701 -0.164 0.061 0.064 0.07
H -2.70334 1.06193 1.49290 0.035 0.026 0.045 0.08
H -3.32175 2.04454 2.80717 0.034 -0.003 0.016 0.09
H 0.30997 2.60960 2.61616 -0.025 0.081 0.023 0.07
H -0.79195 3.49565 3.68192 0.016 -0.008 -0.047 0.09
H -0.02279 4.31455 2.31554 -0.007 -0.038 -0.001 0.09
H 2.76220 0.81313 -3.63722 -0.046 -0.024 0.076 0.14
H 4.48688 -0.42060 -1.90955 -0.114 0.009 0.016 0.12
H 2.21721 -1.45558 1.17768 -0.080 -0.004 -0.004 0.11
H 4.87016 -2.08947 -0.16973 -0.042 -0.031 0.032 0.08
H 3.39124 -3.04745 -0.31337 0.017 0.031 0.026 0.09
H 4.20339 -2.89058 1.25289 -0.003 0.022 -0.031 0.09
H 4.84414 0.10720 1.12290 -0.053 0.020 0.015 0.09
H 4.09423 -0.63553 2.53846 0.006 0.011 -0.036 0.09
H 3.34152 0.76862 1.75691 0.016 -0.018 -0.001 0.07
N 0.13110 -0.02897 1.69765 -0.014 0.008 -0.157 0.16
H 1.07448 0.27396 1.92870 0.005 -0.002 -0.005 0.08
H 0.01699 -0.97132 2.05426 0.037 -0.057 -0.022 0.07
H -0.50833 0.56151 2.22505 0.105 -0.115 -0.075 0.03
```
Forces are in eV/Å.